{
  "formula": "C4H11N4",
  "method": "ωB97M-V/def2-TZVPD",
  "de_lowest_kcal_mol": 101.16,
  "e_lumo_ev": -4.223,
  "charge": 1,
  "gap_ev": 9.20,
  "spin_multiplicity": 1,
  "symbols": ["C", "C", "C", "C", "N", "N", "N", "N", "H", "H", "H", "H", "H", "H", "H", "H", "H", "H", "H"],
  "positions_angstrom": [[0.89363, -0.44062, 0.49916], [0.48226, -1.59373, 1.34093], [-1.93489, 1.50316, 0.65109], [1.79665, 0.57381, -1.41253], [-2.37387, -0.89404, -1.56379], [-1.96807, -0.13550, -0.84471], [-1.35697, 0.48943, -0.07371], [1.24334, -0.56479, -0.71252], [1.27253, -2.32477, 1.28133], [-0.36437, -2.13360, 0.96003], [0.33402, -1.31777, 2.47376], [-3.01329, 1.36843, 0.69053], [-1.66955, 1.45720, 1.68005], [-1.62629, 2.53470, 0.11819], [2.41529, 1.07530, -0.73841], [1.17580, 1.19827, -1.96920], [2.57840, 0.11787, -2.03431], [1.01349, 0.55497, 0.92942], [1.10189, -1.46834, -1.27532]],
  "forces_ev_per_angstrom": [[-0.8, -0.5, 1.2], [0.1, 0.7, 2.2], [-1.3, 4.2, -0.5], [2.5, -2.3, -0.8], [-0.5, -0.1, -0.7], [-2.0, -3.3, -2.9], [4.0, 0.7, 2.1], [-0.5, -1.3, -1.7], [0.6, -0.3, 0.2], [-0.7, 0.1, -0.2], [0.2, -0.4, -2.4], [-0.3, 0.5, -0.3], [0.8, 0.3, 0.8], [-1.0, -2.0, 1.7], [0.5, 1.3, 1.3], [-1.5, 0.7, -0.7], [-0.4, 0.4, -0.6], [0.1, -0.3, 0.0], [0.3, 1.7, 1.4]]
}